ORCA calculation (the ωB97M-V functional and the def2-TZVPD basis) on one molecule with the formula C2H5NO2 at a distorted geometry.

```
! wB97M-V def2-TZVPD RIJCOSX def2/J DEFGRID3
* xyz 0 1
C 0.158 -0.072 0.382
N 0.255 1.334 0.122
C -1.097 -0.589 -0.277
O 1.319 -0.818 0.103
O -2.004 -0.855 0.480
H 1.308 -1.258 -0.756
H -0.293 -0.242 1.456
H 0.474 1.523 -0.851
H 0.956 1.774 0.703
H -1.076 -0.796 -1.362
*
```

Output
E_LUMO   0.67 eV
Relative energy (zero: lowest compared OMol25 entry of this formula, charge and spin)   1.809 eV
Highest occupied orbital energy   -10.045 eV
SMILES   N[C@H](O)C=O